[1]
Below is an isolated molecule of C2H3N3S at a distorted geometry, with properties calculated with wB97M-V/def2-TZVPD.

Last column: Löwdin charge in e.
Cartesian coordinates (Å):
C (0.5597, -1.1932, -0.0055)  -0.342
C (-1.0437, 1.2034, -0.0505)  -0.502
H (1.9654, 0.2980, 0.1457)  0.093
H (1.3134, -1.9107, 0.0639)  0.102
H (-1.5297, 2.1793, -0.0160)  0.072
N (1.0298, 0.1068, 0.0037)  -0.013
N (-0.6047, -1.6209, -0.1026)  -0.216
N (0.2338, 1.2778, -0.0572)  -0.029
S (-1.9240, -0.3405, 0.0184)  0.834

HOMO-LUMO gap: 0.32608 hartree
HOMO energy: -8.1346 eV
calculated total energy: -640.3907 Ha
net charge: 0
SMILES string: C1=NNC=NS1
F_max: 3.21 eV Å⁻¹


[2]
Below is an isolated molecule of C4H10N2 at a distorted geometry, with properties calculated with wB97M-V/def2-TZVPD.

Last column: Löwdin charge in e.
Cartesian coordinates (Å):
C (2.5522, 0.3654, -0.3993)  -0.113
C (1.6627, -0.6047, 0.3167)  -0.246
C (0.1325, -0.3170, 0.2996)  -0.153
C (-2.5251, 0.6383, 0.0084)  -0.176
H (3.5074, 0.5229, 0.1314)  0.075
H (2.1544, 1.3552, -0.5375)  0.063
H (2.7676, -0.0715, -1.3802)  0.077
H (1.9438, -0.7678, 1.3946)  0.116
H (1.5498, -1.6451, 0.0950)  0.083
H (-0.2259, 0.3301, 0.9778)  0.055
H (-2.7404, -1.3808, -0.5491)  0.072
H (-3.3818, 0.9679, -0.4987)  0.046
H (-2.7005, 0.9714, 1.0852)  0.089
H (-1.8027, 1.3929, -0.3923)  0.087
N (-0.7353, -1.0309, -0.4221)  0.045
N (-2.1588, -0.7266, -0.1296)  -0.118

HOMO-LUMO gap: 0.34838 hartree
HOMO energy: -8.3417 eV
calculated total energy: -267.8162 Ha
net charge: 0
SMILES string: CC/C=N/NC
F_max: 5.06 eV Å⁻¹


[3]
Below is a cluster of 4 separate species, CH9NO5 in total at a distorted geometry, with properties calculated with wB97M-V/def2-TZVPD.

Last column: Löwdin charge in e.
Cartesian coordinates (Å):
N (-0.2112, -1.6076, -0.3337)  0.194
C (-1.3910, -1.2084, 0.1811)  -0.651
O (-1.4101, 0.1373, 0.4351)  0.075
O (-2.3399, -1.8876, 0.4922)  0.082
H (0.5774, -0.9782, -0.3892)  0.074
H (0.0492, -2.5591, -0.1267)  0.120
H (-2.3199, 0.3034, 0.6828)  0.116
H (-0.4730, 1.6964, -0.9184)  0.049
H (0.7309, 1.6920, -0.1110)  0.004
O (0.4535, 1.9950, -0.9949)  -0.061
H (2.2354, 0.8984, 2.0901)  0.062
H (1.2813, 2.0327, 2.4376)  0.047
O (1.5314, 1.4520, 1.7219)  -0.036
H (2.2652, -0.4428, -2.2550)  0.020
H (1.4364, 0.6415, -1.4179)  -0.022
O (2.2780, 0.1551, -1.5264)  -0.071

HOMO-LUMO gap: 0.40819 hartree
HOMO energy: -10.7874 eV
calculated total energy: -474.4949 Ha
net charge: 0
SMILES string: NC(=O)O.O.O.O
F_max: 1.43 eV Å⁻¹